Record 1
{"formula": "C22H40ClN5O2Pb", "method": "the ωB97M-V functional and the def2-TZVPD basis", "charge": -2, "lumo_energy_ev": [3.83, 3.83], "orbital_gap_ev": [1.1, 3.4], "species": ["Pb", "Cl", "C", "C", "N", "H", "N", "H", "C", "C", "C", "H", "H", "H", "H", "H", "H", "C", "H", "H", "H", "C", "C", "H", "H", "C", "H", "C", "H", "H", "H", "H", "H", "C", "H", "C", "N", "H", "N", "H", "C", "C", "C", "H", "H", "H", "H", "H", "H", "C", "H", "H", "H", "C", "C", "H", "H", "C", "H", "C", "H", "H", "H", "H", "H", "C", "H", "C", "O", "N", "O"], "positions_angstrom": [[0.000, 0.000, 0.000], [-2.000, -1.117, 0.144], [2.989, 2.884, 0.535], [1.686, 1.057, 0.182], [1.701, 2.374, 0.578], [4.863, 1.869, -0.027], [3.000, 0.758, -0.071], [3.232, 3.895, 0.807], [0.498, 3.132, 1.071], [0.951, 4.495, 1.609], [-0.490, 3.338, -0.084], [1.398, 5.114, 0.825], [0.070, 5.021, 1.985], [1.661, 4.391, 2.436], [-0.965, 2.922, 2.650], [0.578, 2.101, 2.992], [-0.822, 2.371, -0.477], [-0.152, 2.335, 2.212], [-0.028, 3.918, -0.889], [-1.365, 3.883, 0.281], [-0.592, 1.400, 1.839], [3.798, 1.877, 0.124], [3.667, -0.606, -2.031], [4.252, 0.241, -2.405], [4.164, -1.531, -2.339], [3.583, -0.567, -0.498], [3.230, -2.663, -0.239], [4.995, -0.685, 0.103], [4.981, -0.522, 1.185], [2.675, -0.574, -2.481], [1.729, -1.721, -0.376], [5.704, 0.012, -0.355], [5.363, -1.696, -0.089], [2.739, -1.725, 0.040], [2.664, -1.681, 1.131], [-6.258, -6.219, -0.576], [-5.525, -5.105, -0.177], [-5.510, -8.238, -1.075], [-4.109, -6.673, -0.474], [-7.329, -6.225, -0.694], [-6.075, -3.758, 0.154], [-7.596, -3.752, -0.019], [-5.704, -3.442, 1.611], [-8.080, -4.470, 0.651], [-7.974, -2.755, 0.226], [-7.884, -3.977, -1.052], [-5.773, -1.727, -0.551], [-5.693, -2.959, -1.834], [-4.619, -3.494, 1.730], [-5.427, -2.738, -0.794], [-6.165, -4.167, 2.290], [-6.053, -2.439, 1.878], [-4.340, -2.786, -0.694], [-5.355, -7.217, -0.765], [-2.164, -7.331, 0.861], [-2.793, -7.858, 1.586], [-1.177, -7.804, 0.843], [-2.797, -7.382, -0.537], [-0.920, -7.111, -1.593], [-3.005, -8.835, -0.972], [-3.454, -8.897, -1.969], [-2.065, -6.290, 1.178], [-1.808, -5.599, -1.253], [-3.636, -9.381, -0.263], [-2.032, -9.333, -1.010], [-1.910, -6.645, -1.551], [-2.358, -6.681, -2.550], [-4.182, -5.357, -0.104], [0.346, 1.692, -2.636], [0.263, 0.536, -2.918], [0.169, -0.391, -1.984]], "atomic_forces_ev_per_a": [[-1.87, -0.95, 3.89], [-6.53, -3.47, -0.05], [0.13, -0.46, 0.04], [5.99, 3.98, -0.75], [0.16, 0.59, 0.65], [-0.03, 0.13, 0.02], [1.04, -0.01, -0.13], [0.07, -0.08, -0.01], [0.28, -0.21, -0.11], [-0.06, -0.06, -0.06], [0.06, 0.35, 0.12], [-0.03, -0.05, 0.06], [0.07, -0.07, -0.04], [-0.06, -0.02, -0.07], [0.05, 0.06, -0.01], [-0.02, 0.00, -0.07], [0.02, 0.29, -0.02], [-0.04, 0.33, 0.04], [-0.02, -0.13, 0.05], [0.03, -0.04, 0.04], [0.11, 0.30, 0.31], [-0.18, 0.25, 0.12], [0.04, -0.03, 0.17], [-0.06, -0.05, 0.05], [-0.06, 0.05, -0.01], [-0.20, 0.55, 0.15], [-0.05, 0.04, -0.04], [-0.08, -0.09, -0.08], [-0.03, 0.00, -0.13], [0.02, -0.01, 0.07], [0.22, -0.26, 0.08], [-0.07, -0.06, 0.05], [-0.02, 0.09, 0.02], [0.44, 0.12, -0.11], [-0.11, 0.02, -0.19], [0.46, -0.28, -0.05], [0.13, 0.12, 0.07], [0.05, 0.11, 0.04], [-0.06, 0.22, 0.05], [0.15, -0.02, 0.01], [0.21, -0.17, -0.13], [0.10, -0.05, 0.04], [-0.04, -0.01, -0.12], [0.03, 0.05, -0.07], [0.06, -0.07, -0.02], [0.04, 0.01, 0.11], [0.11, -0.09, -0.01], [-0.02, -0.03, 0.09], [-0.13, 0.07, -0.04], [-0.06, -0.15, 0.15], [0.01, 0.02, -0.08], [0.07, -0.07, -0.04], [-0.12, 0.16, 0.01], [-0.13, 0.44, 0.14], [-0.03, -0.03, -0.13], [0.06, 0.04, -0.10], [-0.12, 0.03, -0.02], [-0.18, 0.03, -0.04], [-0.12, 0.02, 0.02], [0.01, 0.23, 0.10], [0.04, -0.05, 0.09], [0.03, -0.08, -0.02], [0.02, -0.08, -0.04], [0.05, -0.01, -0.10], [-0.09, 0.04, 0.00], [-0.06, -0.05, 0.12], [0.04, -0.02, 0.12], [-0.57, -0.50, -0.15], [0.08, 0.46, 1.34], [-0.15, -1.81, -1.82], [0.86, 0.40, -3.54]]}



Record 2
{"formula": "C46H46IN6O4PSe2Tl", "method": "the ωB97M-V functional and the def2-TZVPD basis", "charge": -1, "lumo_energy_ev": 2.00, "orbital_gap_ev": 5.7, "species": ["Tl", "C", "C", "C", "C", "C", "N", "C", "C", "C", "C", "C", "C", "C", "N", "C", "C", "C", "N", "C", "C", "N", "C", "C", "C", "N", "H", "H", "H", "H", "H", "H", "H", "H", "H", "H", "H", "H", "H", "H", "H", "H", "H", "H", "O", "C", "C", "C", "O", "C", "Se", "C", "Se", "H", "H", "H", "H", "H", "H", "H", "H", "H", "H", "O", "C", "C", "C", "C", "C", "C", "C", "P", "C", "C", "C", "C", "C", "C", "C", "C", "C", "C", "C", "C", "H", "H", "H", "H", "H", "H", "H", "H", "H", "H", "H", "H", "H", "H", "N", "C", "O", "C", "I", "H", "H", "H", "H"], "positions_angstrom": [[0.163, 0.917, 0.208], [-0.537, -0.682, -7.121], [-0.614, -0.892, -5.636], [-2.006, -2.825, -4.761], [-1.961, -2.553, -3.244], [-1.671, -0.200, -2.501], [-1.739, 0.037, -1.181], [-2.788, -0.339, -0.375], [-3.380, -1.618, -0.331], [-4.493, -1.902, 0.426], [-5.093, -0.933, 1.220], [-6.378, -1.235, 1.929], [-4.460, 0.297, 1.301], [-3.324, 0.585, 0.556], [-2.682, 1.815, 0.793], [-2.348, 2.266, 2.026], [-1.652, 3.437, 1.848], [-1.621, 3.616, 0.456], [-2.246, 2.630, -0.164], [-0.722, 0.327, -3.355], [-0.703, 0.159, -4.812], [0.243, 1.299, -3.011], [1.314, 1.592, -3.779], [1.932, 2.704, -3.241], [1.168, 3.003, -2.117], [0.157, 2.146, -1.992], [-1.356, -1.199, -7.622], [-0.583, 0.373, -7.380], [0.397, -1.095, -7.505], [-2.155, -3.880, -5.002], [-2.507, -3.318, -2.688], [-2.930, -2.427, -0.880], [-4.914, -2.898, 0.389], [-7.152, -1.445, 1.190], [-6.279, -2.118, 2.559], [-6.702, -0.401, 2.547], [-4.872, 1.067, 1.940], [-2.599, 1.712, 2.909], [-1.241, 4.076, 2.602], [-1.204, 4.426, -0.108], [-0.655, 1.128, -5.312], [1.590, 1.005, -4.630], [2.809, 3.209, -3.598], [1.277, 3.801, -1.409], [-0.023, 0.267, 4.572], [1.221, 0.532, 3.980], [2.248, -0.599, 4.190], [2.607, -0.632, 5.690], [3.238, 0.543, 6.122], [3.538, -0.428, 3.376], [3.966, 1.360, 2.725], [1.624, -1.936, 3.803], [1.360, -2.240, 1.850], [-0.522, -0.313, 3.976], [1.586, 1.447, 4.452], [1.126, 0.716, 2.902], [3.263, -1.502, 5.879], [1.694, -0.751, 6.285], [3.655, 0.972, 5.359], [3.478, -1.071, 2.487], [4.405, -0.761, 3.954], [0.640, -2.065, 4.259], [2.275, -2.762, 4.108], [-1.165, -1.547, 2.638], [-0.570, -2.223, 1.833], [-1.165, -3.267, 0.992], [-2.066, -4.095, 1.661], [-2.560, -5.230, 1.049], [-2.158, -5.540, -0.241], [-1.291, -4.703, -0.920], [-0.790, -3.549, -0.321], [0.272, -2.352, -1.230], [1.732, -3.467, -1.452], [1.867, -4.698, -0.813], [2.983, -5.490, -1.033], [3.987, -5.068, -1.887], [3.888, -3.821, -2.482], [2.787, -3.017, -2.242], [-0.479, -2.545, -2.900], [0.240, -2.493, -4.018], [-0.606, -2.350, -5.242], [-3.079, -1.927, -5.280], [-3.304, -0.938, -4.430], [-2.668, -1.176, -3.097], [-2.347, -3.839, 2.671], [-3.246, -5.876, 1.577], [-2.510, -6.444, -0.717], [-0.969, -4.950, -1.924], [1.106, -5.049, -0.129], [3.064, -6.445, -0.531], [4.853, -5.689, -2.070], [4.679, -3.463, -3.125], [2.740, -2.015, -2.646], [1.310, -2.456, -4.088], [-0.245, -2.954, -6.079], [-3.496, -2.050, -6.266], [-3.967, -0.103, -4.580], [-3.502, -1.240, -2.393], [3.837, 1.610, -0.655], [3.399, 0.347, -0.706], [2.299, 0.025, -1.144], [4.402, -0.688, -0.268], [5.941, -0.818, -1.752], [3.164, 2.343, -0.830], [4.600, 1.847, -0.035], [3.937, -1.669, -0.192], [4.888, -0.389, 0.657]], "atomic_forces_ev_per_a": [[0.20, -0.15, 0.43], [-0.05, 0.14, 0.18], [0.35, -0.05, -0.22], [0.03, -0.07, -0.12], [-0.20, -0.08, 0.06], [-0.25, 0.46, -0.14], [0.43, 0.05, 0.03], [-0.42, 0.01, 0.15], [0.06, 0.11, 0.12], [-0.14, 0.15, 0.06], [0.16, -0.07, -0.02], [0.06, 0.01, -0.04], [-0.02, -0.04, -0.02], [-0.15, -0.67, -0.47], [0.12, 0.40, 0.60], [0.18, 0.34, 0.21], [-0.25, -0.08, 0.11], [-0.30, -0.19, 0.22], [-0.27, 0.30, -0.83], [-0.94, -0.41, -0.14], [0.28, 0.00, -0.18], [0.67, 0.26, -0.06], [0.46, 0.30, 0.02], [-0.08, -0.09, -0.05], [-0.16, -0.18, -0.30], [-0.37, 0.51, 0.29], [-0.10, -0.06, -0.14], [-0.01, 0.11, -0.07], [0.03, -0.06, -0.11], [0.11, -0.02, 0.05], [-0.02, 0.04, -0.03], [-0.02, 0.02, -0.11], [-0.03, -0.11, 0.00], [-0.17, 0.01, 0.06], [-0.03, -0.05, 0.10], [-0.06, 0.05, 0.06], [0.01, 0.10, 0.04], [0.04, -0.13, 0.13], [0.14, 0.05, 0.21], [0.14, 0.13, -0.20], [-0.02, -0.02, -0.11], [-0.06, -0.15, -0.11], [0.12, 0.01, -0.09], [0.04, 0.15, 0.26], [-0.75, -0.35, 0.24], [0.54, 0.27, -0.43], [-0.19, 0.08, 0.16], [-0.27, -0.61, -0.17], [0.16, 0.31, 0.15], [0.31, -0.09, -0.42], [0.30, 0.55, 0.09], [-0.17, -0.14, 0.12], [0.28, 0.01, 0.39], [0.07, 0.11, 0.08], [0.09, -0.14, -0.26], [0.00, 0.08, 0.21], [-0.13, 0.08, -0.05], [0.07, -0.05, -0.05], [0.11, 0.13, -0.13], [0.15, 0.07, 0.22], [-0.17, -0.20, 0.04], [0.09, -0.11, -0.02], [-0.11, 0.09, -0.09], [-0.56, -0.16, -0.22], [0.90, 0.58, 0.87], [-0.58, -0.74, -0.33], [0.04, 0.01, 0.02], [-0.04, 0.04, 0.02], [0.01, -0.11, -0.11], [-0.02, 0.08, 0.13], [0.00, 0.16, 0.16], [0.05, -0.65, -0.23], [0.01, 0.18, 0.16], [-0.04, -0.07, -0.03], [0.02, -0.08, 0.05], [0.02, 0.03, -0.02], [0.08, 0.02, -0.10], [-0.05, 0.02, 0.04], [0.30, -0.24, -0.08], [-0.11, -0.57, 0.01], [0.10, 0.14, 0.06], [-0.28, -0.24, 0.18], [-0.33, -0.18, -0.04], [0.06, 0.18, 0.30], [-0.06, 0.02, 0.10], [-0.03, -0.02, 0.03], [-0.07, -0.06, -0.05], [-0.02, 0.01, -0.09], [0.04, 0.00, -0.04], [0.00, -0.05, 0.04], [0.03, -0.04, 0.01], [0.06, 0.04, -0.01], [0.10, 0.05, -0.07], [0.18, 0.07, 0.02], [0.00, 0.08, -0.01], [-0.13, 0.15, -0.19], [-0.10, 0.21, -0.13], [0.20, -0.01, -0.24], [-0.07, 0.59, -0.14], [0.36, -0.02, -0.15], [-0.04, -0.08, -0.12], [-0.03, -0.16, 0.02], [0.08, -0.05, 0.03], [0.06, -0.22, -0.01], [-0.14, -0.21, 0.17], [0.04, 0.11, -0.06], [0.02, 0.06, 0.11]]}



Record 3
{"formula": "H2O2", "method": "the ωB97M-V functional and the def2-TZVPD basis", "de_lowest_kcal_mol": 1.7, "charge": 0, "lumo_energy_ev": 1.12, "orbital_gap_ev": 12.6, "species": ["O", "O", "H", "H"], "positions_angstrom": [[-0.426, -0.024, 0.655], [0.064, 0.538, -0.576], [-0.592, -0.919, 0.391], [0.954, 0.405, -0.471]], "atomic_forces_ev_per_a": [[0.30, 0.99, 0.06], [-3.69, 0.32, -0.18], [-0.32, -0.95, -0.24], [3.71, -0.37, 0.36]]}



| no. | energy (Ha) |
| --- | --- |
| 1 | -1939.247466 |
| 2 | -8024.379244 |
| 3 | -151.566215 |